159
Properties=species:S:1:pos:R:3:mulliken_charge:R:1 method="wB97M-V/def2-TZVPD" e_homo_ev=-8.7807 total_charge=0 total_energy_ha=-3079.5966 lumo_ev=0.3
C -2.93744 -3.56888 3.62007 -1.22
C -3.16470 -4.24166 4.92773 -0.14
O -3.78820 -3.33957 5.81949 -0.24
C -3.88163 -3.66445 7.02130 0.74
O -3.21563 -4.49556 7.58888 -0.56
O -4.87491 -2.87733 7.57098 -0.33
C -5.12404 -2.97378 8.96998 -0.65
H -2.20575 -4.05008 2.97108 0.38
H -2.46935 -2.58708 3.69119 0.31
H -3.93635 -3.65888 3.19324 0.30
H -2.12398 -4.24358 5.25174 0.24
H -3.64747 -5.21568 4.84824 0.34
H -5.62639 -3.93623 9.06704 0.29
H -5.83882 -2.24380 9.34986 0.25
H -4.27865 -2.93659 9.65703 0.29
C 1.63544 -9.01852 0.58250 -0.80
O 1.83534 -9.56574 1.89817 -0.23
C 1.46630 -10.84815 2.06310 -0.70
C 1.82125 -11.26064 3.55389 -0.46
N 3.27001 -11.48134 3.71967 -0.42
C 3.70793 -11.40760 5.16301 -0.89
C 4.20802 -10.01626 5.69328 -0.46
O 3.14406 -9.07472 5.84361 -0.28
C 3.42037 -7.74977 5.76188 -0.73
H 2.11792 -8.04612 0.48385 0.22
H 0.56386 -8.83778 0.49789 0.34
H 1.98397 -9.68446 -0.20689 0.31
H 1.92526 -11.42505 1.26021 0.41
H 0.38020 -10.78016 2.00107 0.41
H 1.30224 -12.19615 3.76260 0.40
H 1.40236 -10.46359 4.16817 0.25
H 3.56000 -10.66574 3.19927 0.30
H 4.47967 -12.16455 5.30281 0.39
H 3.01909 -11.83385 5.89233 0.37
H 4.97942 -9.70976 4.98681 0.35
H 4.53589 -10.15521 6.72348 0.40
H 3.91503 -7.46730 4.83257 0.27
H 4.09667 -7.45032 6.56254 0.33
H 2.51386 -7.14934 5.83832 0.24
C 5.35851 5.82123 2.23494 -0.72
O 5.83016 7.16868 1.82102 -0.37
C 6.89966 7.73409 2.57360 -0.60
C 8.24009 6.95057 2.37724 -0.36
N 9.21714 7.57060 3.35531 -0.30
C 10.60895 7.10853 3.34570 -0.99
C 10.99334 5.76688 3.94721 -0.31
O 10.97035 5.83444 5.39645 -0.31
C 11.37730 4.66258 5.92258 -0.78
H 5.42012 5.87286 3.32197 0.33
H 6.00836 4.96827 2.03933 0.27
H 4.33418 5.68483 1.88818 0.25
H 6.68932 7.68222 3.64186 0.37
H 7.02207 8.79248 2.34355 0.34
H 8.38457 7.02911 1.29972 0.30
H 7.98253 5.90773 2.56230 0.22
H 8.86251 7.41406 4.28795 0.28
H 11.14525 7.86956 3.91255 0.36
H 11.02450 7.30287 2.35694 0.44
H 11.91742 5.36299 3.53365 0.43
H 10.24713 5.01684 3.68507 0.27
H 12.44747 4.49483 5.80126 0.31
H 10.71131 3.82831 5.70222 0.32
H 11.24831 4.79978 6.99619 0.26
C -2.96407 2.25770 -2.69285 -0.70
O -2.58916 2.43722 -4.01205 -0.32
C -1.24824 2.15714 -4.38174 -0.49
C -1.03805 0.60251 -4.54631 -0.52
N 0.24490 0.30475 -5.24251 -0.33
C 1.15965 -0.37772 -4.34626 -0.51
C 2.09465 -1.33723 -5.15170 -0.60
O 1.29440 -2.28567 -5.87958 -0.31
C 2.10856 -3.37986 -6.30806 -0.78
H -4.04605 2.38554 -2.66015 0.26
H -2.50362 2.90391 -1.94553 0.28
H -2.83018 1.22334 -2.37619 0.30
H -0.46459 2.63739 -3.79577 0.29
H -1.08675 2.44628 -5.42020 0.31
H -1.82416 0.06773 -5.07937 0.29
H -1.11341 0.18423 -3.54258 0.32
H 0.15102 -0.19577 -6.11473 0.32
H 0.60703 -1.06073 -3.70112 0.29
H 1.71556 0.35784 -3.76487 0.25
H 2.58067 -1.98948 -4.42612 0.41
H 2.82887 -0.81476 -5.76493 0.36
H 2.48244 -4.02307 -5.51145 0.31
H 2.98402 -3.14265 -6.91255 0.31
H 1.47869 -4.03157 -6.91357 0.27
C -12.59359 2.68196 8.99484 -0.70
O -13.21054 3.28625 7.91071 -0.29
C -13.56182 2.46456 6.80061 -0.65
C -14.19402 3.23451 5.61897 -0.59
N -13.21759 3.98968 4.80009 -0.41
C -13.94744 4.91960 3.99687 -0.65
C -12.95272 5.82623 3.09227 -0.64
O -11.89865 6.40469 3.93431 -0.32
C -10.94056 7.10444 3.03733 -0.83
H -12.44559 3.45464 9.74927 0.22
H -11.64688 2.32103 8.59287 0.31
H -13.12857 1.82842 9.41123 0.28
H -14.30851 1.71902 7.07399 0.41
H -12.67476 2.05739 6.31539 0.34
H -14.93928 3.94021 5.98594 0.41
H -14.76295 2.52315 5.02032 0.35
H -12.62216 4.55601 5.38732 0.28
H -14.41372 5.62613 4.68353 0.38
H -14.72235 4.47487 3.37253 0.37
H -13.46422 6.64902 2.59280 0.39
H -12.46639 5.38184 2.22388 0.40
H -10.30831 7.75388 3.64279 0.29
H -11.29513 7.83358 2.30881 0.32
H -10.29900 6.44884 2.44854 0.33
C -7.75911 -3.45698 -4.53048 -0.52
O -8.69181 -3.08597 -5.42375 -0.48
H -7.48815 -4.46446 -4.84619 0.21
H -6.81626 -2.95560 -4.74900 0.27
H -8.13742 -3.52525 -3.51052 0.20
H -8.49098 -2.18782 -5.69689 0.32
C 10.31422 0.04552 -3.11641 -0.54
O 11.67306 -0.31827 -3.16921 -0.49
H 10.01059 0.37739 -4.10927 0.24
H 9.75299 -0.88699 -3.05694 0.24
H 10.00037 0.60459 -2.23491 0.25
H 11.82464 -1.01915 -2.53094 0.30
C 7.09740 -6.94778 0.27098 -0.58
O 6.33504 -7.98608 0.64597 -0.45
H 7.09659 -6.68442 -0.78672 0.26
H 6.64161 -6.02794 0.63737 0.24
H 8.12374 -6.99403 0.63512 0.23
H 5.45805 -7.67484 0.88180 0.30
C 7.25159 4.12898 -8.58060 -0.50
O 6.93886 5.46832 -8.12797 -0.51
H 7.50122 4.37751 -9.61212 0.24
H 8.21736 3.83745 -8.16781 0.24
H 6.39161 3.46074 -8.62505 0.24
H 7.64334 6.09485 -8.30898 0.30
C 10.95215 -6.38925 -10.39432 -0.43
O 9.78602 -6.29036 -11.22442 -0.50
H 10.93340 -5.63615 -9.60655 0.23
H 10.99979 -7.43306 -10.08399 0.19
H 11.79756 -6.15562 -11.04147 0.23
H 9.63015 -5.35595 -11.37995 0.29
C 2.34817 8.80617 -4.01463 -0.60
O 1.35901 9.16812 -3.14465 -0.48
H 2.88371 9.73065 -4.23055 0.26
H 3.05983 8.00293 -3.82372 0.26
H 2.00757 8.41368 -4.97277 0.24
H 1.81304 9.10801 -2.30094 0.31
C -4.68266 7.42697 -10.33511 -0.52
O -4.21295 6.85692 -11.53613 -0.49
H -4.03248 7.14907 -9.50557 0.24
H -4.66958 8.51582 -10.38348 0.23
H -5.72074 7.22331 -10.07243 0.23
H -3.50957 7.40822 -11.88674 0.31
C -10.80279 2.16240 -6.22772 -0.54
O -9.68028 1.97605 -7.04856 -0.48
H -11.49552 2.95800 -6.50203 0.24
H -11.20360 1.15042 -6.17008 0.21
H -10.42993 2.34280 -5.21949 0.26
H -9.13690 2.71503 -6.76529 0.31